C19H34Cl8F2Li2N3O7 as an isolated structure in a non-equilibrium geometry. Source: OMol25; level of theory: wB97M-V/def2-TZVPD.

DFT total energy   -5331.3837 Ha
HOMO   -9.0 eV

```
! RIJCOSX wB97M-V def2-TZVPD def2/J DEFGRID3
* xyz 1 1
C -0.221 1.246 -1.653
N 0.584 0.103 -1.277
C 1.959 0.400 -1.225
C 2.774 -0.735 -0.726
C 2.437 -0.818 0.783
O 2.728 -2.240 0.997
C 1.969 -2.711 -0.089
O 1.075 -3.480 -0.042
O 2.438 -2.050 -1.167
H -1.096 0.884 -2.168
H 0.317 1.924 -2.322
H -0.529 1.763 -0.743
H 0.405 -0.681 -1.926
H 2.138 1.256 -0.566
H 2.467 0.632 -2.197
H 3.819 -0.526 -0.929
H 1.357 -0.777 0.885
H 2.955 -0.145 1.448
C -3.550 -1.385 -1.253
Cl -3.005 -1.135 -2.894
Cl -2.766 -0.237 -0.125
H -4.622 -1.234 -1.199
H -3.292 -2.391 -0.943
O 2.857 -4.412 3.417
H 2.772 -3.609 3.937
H 2.540 -4.163 2.543
C -4.441 -1.001 8.074
C -3.638 0.103 7.406
N -3.604 -0.045 5.943
C -4.043 0.881 5.025
C -3.787 0.373 3.794
N -3.201 -0.853 3.986
C -3.098 -1.085 5.289
C -2.754 -1.757 2.921
H -4.022 -1.984 7.861
H -4.436 -0.861 9.153
H -5.474 -0.994 7.728
H -2.609 0.103 7.763
H -4.067 1.076 7.629
H -4.482 1.803 5.356
H -3.949 0.743 2.797
H -2.677 -1.969 5.736
H -3.304 -2.693 2.987
H -1.690 -1.949 3.027
H -2.949 -1.277 1.962
F -0.046 -0.688 -3.602
Li 2.840 1.484 -3.625
C 1.259 -5.373 -3.039
Cl 0.917 -6.591 -4.271
Cl 2.881 -4.716 -3.296
Cl 0.091 -4.063 -3.146
Cl 1.201 -6.135 -1.434
Cl -2.795 3.540 3.259
C -2.258 3.811 4.940
C -1.687 5.191 5.135
Cl -0.141 5.390 4.280
H -1.528 3.043 5.187
H -3.129 3.683 5.582
H -1.495 5.360 6.193
H -2.372 5.957 4.781
F 4.718 -0.043 -2.454
Li 4.579 -1.710 -0.120
C 2.941 3.184 -9.568
C 3.708 2.653 -8.385
C 4.437 1.352 -8.628
O 4.469 0.782 -7.307
C 3.393 1.236 -6.656
O 2.983 0.773 -5.631
O 2.822 2.263 -7.308
H 2.336 4.043 -9.281
H 3.627 3.486 -10.359
H 2.263 2.425 -9.958
H 4.385 3.418 -7.996
H 5.442 1.479 -9.021
H 3.878 0.675 -9.276
*
```

***

A 2-piece molecular cluster, C19H34ClN6O8S3 overall in a non-equilibrium geometry. Source: OMol25; level of theory: wB97M-V/def2-TZVPD.

DFT total energy   -3329.2532 Ha
HOMO   -12.0 eV

```
! RIJCOSX wB97M-V def2-TZVPD def2/J DEFGRID3
* xyz 1 1
C -5.316 -2.127 3.502
C -4.670 -3.178 2.582
C -3.279 -2.718 2.171
C -2.692 -3.586 1.019
C -1.541 -2.870 0.416
N -1.448 -1.563 0.175
C -0.270 -1.312 -0.386
N 0.136 -0.071 -0.739
C -0.804 1.023 -0.393
C -2.023 1.080 -1.345
C -2.147 2.433 -2.066
C -2.947 2.295 -3.380
S -4.688 2.190 -2.991
O -5.016 3.167 -2.004
O -4.978 0.824 -2.677
Cl -5.618 2.729 -4.715
S 1.555 0.376 -1.524
C 1.455 -0.249 -3.205
O 2.715 -0.141 -0.867
O 1.578 1.796 -1.635
N 0.433 -2.475 -0.531
C 1.744 -2.920 -0.995
C 2.728 -3.284 0.148
C 2.762 -2.357 1.361
N 1.723 -2.363 2.289
O 3.736 -1.668 1.550
N -0.396 -3.425 -0.002
N -0.116 -4.805 0.123
C -0.558 -5.411 -0.885
O -0.862 -5.929 -1.857
H -5.507 -1.192 2.970
H -4.677 -1.892 4.356
H -6.275 -2.503 3.861
H -4.621 -4.100 3.165
H -5.336 -3.296 1.725
H -3.286 -1.683 1.830
H -2.583 -2.826 3.007
H -2.372 -4.539 1.439
H -3.445 -3.732 0.239
H -1.196 0.850 0.609
H -0.289 1.979 -0.351
H -2.925 0.934 -0.751
H -1.951 0.271 -2.076
H -2.652 3.165 -1.435
H -1.159 2.814 -2.333
H -2.638 1.384 -3.889
H -2.780 3.188 -3.982
H 2.416 -0.719 -3.412
H 1.204 0.560 -3.882
H 0.706 -1.044 -3.274
H 1.583 -3.856 -1.535
H 2.234 -2.259 -1.696
H 2.444 -4.276 0.517
H 3.741 -3.372 -0.234
H 1.821 -1.576 2.921
H 0.790 -2.346 1.902
C 5.310 3.842 1.916
C 5.462 4.984 0.903
C 4.324 4.847 -0.116
S 2.969 4.041 0.748
O 2.740 2.748 0.148
O 1.884 4.973 0.931
C 3.835 3.819 2.301
H 5.946 3.987 2.788
H 5.588 2.894 1.450
H 5.380 5.942 1.420
H 6.433 4.961 0.411
H 3.983 5.811 -0.483
H 4.606 4.210 -0.953
H 3.520 2.886 2.761
H 3.579 4.661 2.944
*
```

***

An isolated ion of composition C19H34N3O7P2 and charge +1. Source: OMol25; level of theory: wB97M-V/def2-TZVPD.

DFT total energy   -2117.8613 Ha
HOMO   -12.4 eV

```
! RIJCOSX wB97M-V def2-TZVPD def2/J DEFGRID3
* xyz 1 1
C 5.412 -2.353 1.388
C 4.267 -2.197 1.068
C 2.950 -1.917 0.493
C 2.784 -0.445 0.078
N 2.486 -0.296 -1.401
P 3.522 -0.642 -2.815
C 4.910 -1.510 -2.059
O 4.172 0.851 -3.064
C 1.274 0.160 -1.563
C 0.845 0.815 -2.827
C -0.008 2.067 -2.688
O -0.116 2.760 -1.718
O -0.624 2.317 -3.855
C 0.477 -0.148 -0.318
C -0.996 0.274 -0.229
C -1.918 -0.959 -0.220
P -3.639 -0.454 -0.059
O -3.909 0.216 1.221
O -3.865 0.427 -1.359
C -4.693 1.615 -1.242
C -3.859 2.826 -0.841
O -4.493 -1.769 -0.324
C -5.221 -2.358 0.782
C -4.320 -3.087 1.761
C 1.541 0.306 0.699
N 1.808 1.718 0.424
N 1.335 -0.145 2.064
C 2.525 0.081 2.913
C 0.151 0.414 2.711
C 0.152 1.820 3.264
O -0.826 -0.274 2.799
H 6.379 -2.519 1.803
H 2.176 -2.179 1.218
H 2.795 -2.562 -0.373
H 3.686 0.150 0.213
H 4.616 -2.479 -1.658
H 5.595 -1.707 -2.887
H 5.451 -0.945 -1.300
H 4.463 0.876 -3.987
H 0.314 0.117 -3.482
H 1.734 1.137 -3.371
H -0.889 3.251 -3.834
H 0.489 -1.244 -0.259
H -1.210 0.870 0.656
H -1.285 0.878 -1.082
H -1.639 -1.621 0.599
H -1.807 -1.470 -1.183
H -5.138 1.752 -2.225
H -5.506 1.438 -0.540
H -3.397 3.257 -1.730
H -4.468 3.569 -0.332
H -3.056 2.498 -0.183
H -5.894 -3.074 0.311
H -5.837 -1.607 1.272
H -3.447 -2.479 2.004
H -3.970 -4.026 1.331
H -4.854 -3.270 2.691
H 1.061 2.336 0.715
H 2.691 2.031 0.805
H 3.207 -0.762 2.834
H 3.049 1.018 2.702
H 2.209 0.123 3.955
H -0.303 2.507 2.548
H 1.134 2.202 3.535
H -0.475 1.817 4.153
*
```

***

An isolated ion of composition C19H34NO2 and charge +1. Source: OMol25; level of theory: wB97M-V/def2-TZVPD.

DFT total energy   -949.4181 Ha
HOMO   -12.5 eV

```
! RIJCOSX wB97M-V def2-TZVPD def2/J DEFGRID3
* xyz 1 1
O -4.791 -1.287 0.423
C -3.478 -1.531 0.871
C -2.614 -2.126 -0.274
O -1.315 -1.571 -0.259
C -0.417 -2.144 -1.218
C 0.983 -2.354 -0.645
H 1.535 -2.909 -1.407
H 0.899 -2.996 0.234
C 1.810 -1.112 -0.261
C 1.815 -0.053 -1.367
C 2.706 1.125 -0.966
C 4.135 0.642 -0.732
C 4.135 -0.397 0.387
C 3.594 0.227 1.672
C 2.165 0.710 1.432
C 2.171 1.756 0.318
H 2.803 2.597 0.607
H 1.162 2.147 0.153
C 1.289 -0.478 1.032
H 0.255 -0.156 0.888
H 1.295 -1.221 1.833
H 1.773 1.157 2.354
H 4.224 1.066 1.973
H 3.609 -0.509 2.479
C 3.254 -1.576 -0.021
H 3.269 -2.337 0.762
H 3.651 -2.028 -0.932
H 5.156 -0.752 0.556
H 4.771 1.486 -0.461
H 4.534 0.203 -1.648
H 2.698 1.870 -1.769
H 0.800 0.315 -1.545
H 2.182 -0.493 -2.296
H -0.803 -3.121 -1.526
H -0.391 -1.500 -2.104
H -2.559 -3.216 -0.166
H -3.111 -1.910 -1.234
H -3.488 -2.226 1.720
C -2.923 -0.202 1.408
N -2.528 0.722 0.333
C -1.891 1.972 0.800
H -0.919 1.773 1.248
H -2.543 2.430 1.547
C -1.814 2.830 -0.461
H -1.864 3.888 -0.221
H -0.875 2.655 -0.987
C -3.009 2.368 -1.317
H -3.739 3.161 -1.457
H -2.677 2.052 -2.305
C -3.623 1.201 -0.541
H -3.997 0.402 -1.176
H -4.441 1.533 0.100
H -1.842 0.171 -0.225
H -3.696 0.265 2.021
H -2.042 -0.408 2.018
H -5.285 -2.110 0.351
*
```